C6H18N3 | the ωB97M-V functional and the def2-TZVPD basis

Output
Gap between HOMO and LUMO   10.515 eV
Energy above the lowest of the compared OMol25 structures with the same formula, charge and spin   41.1 kcal per mole
HOMO level   -0.51193 Ha
Total energy   -10977.4859 eV

```
! wB97M-V def2-TZVPD RIJCOSX def2/J DEFGRID3
* xyz 1 1
C 0.347 -1.140 0.912
C -0.522 -0.460 1.936
C 1.536 -1.842 1.562
C -0.340 -2.210 0.034
H 0.673 -0.341 0.239
H -0.050 0.411 2.344
H -0.643 -0.865 2.958
H 1.342 -2.378 2.486
H 2.104 -2.419 0.843
H 2.241 -1.074 1.919
H 0.193 -2.359 -0.896
H -0.223 -3.147 0.593
H -1.420 -2.158 0.050
H -1.602 -0.401 1.758
C 0.573 2.507 -0.033
C -0.603 1.235 -1.814
N 0.258 2.198 -1.421
N -1.703 0.924 -1.097
N -0.238 0.488 -2.836
H 0.561 2.894 -2.081
H -1.788 1.358 -0.195
H -2.504 0.743 -1.683
H 0.626 0.555 -3.348
H -0.897 -0.160 -3.246
H 0.670 1.604 0.567
H -0.177 3.143 0.432
H 1.586 2.896 0.017
*
```

Atom charges from the Mulliken analysis, given in e for atoms 1 to 5: C 1.75; C -1.56; C -1.71; C -1.74; H -0.31



C6H18N4 | the ωB97M-V functional and the def2-TZVPD basis

Output
Gap between HOMO and LUMO   9.232 eV
Energy above the lowest of the compared OMol25 structures with the same formula, charge and spin   0.6 kcal per mole
HOMO level   -0.55065 Ha
Total energy   -12458.2165 eV

```
! wB97M-V def2-TZVPD RIJCOSX def2/J DEFGRID3
* xyz 2 1
C -0.921 -2.079 1.048
C -0.965 -3.097 -2.277
C -2.386 -1.214 -2.289
C 1.292 -1.521 -2.750
C -0.161 0.572 -2.617
C -1.032 -1.671 -2.340
N -1.664 -2.713 1.928
N -0.328 -1.455 0.265
N 3.244 7.368 7.460
N 0.016 -0.883 -2.582
H -0.104 -3.545 -1.691
H -1.915 -3.522 -1.966
H -0.727 -3.497 -3.238
H -2.700 -0.215 -2.600
H -3.011 -1.817 -3.027
H -2.885 -1.421 -1.368
H 1.209 -2.442 -3.254
H 2.023 -0.837 -3.170
H 1.725 -1.776 -1.768
H 0.810 0.940 -2.709
H -0.596 1.040 -3.599
H -0.760 0.740 -1.821
H -1.212 -2.581 2.849
H 4.037 7.106 6.933
H 2.499 6.693 7.284
H 2.955 8.219 7.212
H 3.488 7.300 8.430
H -1.929 -3.693 1.657
*
```

Atom charges from the Mulliken analysis, given in e for atoms 1 to 5: C 0.38; C -1.78; C -1.45; C -1.01; C -1.03



C6H18N6O12 | the ωB97M-V functional and the def2-TZVPD basis

Output
Gap between HOMO and LUMO   10.950 eV
Energy above the lowest of the compared OMol25 structures with the same formula, charge and spin   38.7 kcal per mole
SMILES   C[N+](=O)[O-].C[N+](=O)[O-].C[N+](=O)[O-].C[N+](=O)[O-].C[N+](=O)[O-].C[N+](=O)[O-]
HOMO level   -0.40253 Ha
Total energy   -40006.0339 eV

```
! wB97M-V def2-TZVPD RIJCOSX def2/J DEFGRID3
* xyz 0 1
C 21.398 -11.161 -12.881
N 21.045 -12.497 -13.457
O 19.860 -12.801 -13.414
O 21.859 -13.202 -13.977
H 22.481 -11.096 -12.777
H 21.003 -10.978 -11.881
H 21.048 -10.437 -13.616
C 22.693 -2.872 -12.119
N 23.754 -3.817 -12.542
O 24.802 -3.280 -12.856
O 23.567 -5.023 -12.573
H 22.125 -3.189 -11.244
H 22.004 -2.986 -12.956
H 22.957 -1.815 -12.082
C 14.082 -9.886 -10.517
N 13.734 -10.532 -11.812
O 14.056 -9.917 -12.778
O 13.022 -11.488 -11.818
H 13.502 -10.338 -9.712
H 13.836 -8.826 -10.581
H 15.117 -10.051 -10.220
C 16.102 -13.206 -18.331
N 16.744 -12.175 -19.089
O 16.333 -12.018 -20.255
O 17.639 -11.491 -18.552
H 15.524 -12.659 -17.586
H 16.812 -13.797 -17.752
H 15.564 -13.887 -18.991
C 23.793 -9.438 -4.579
N 23.902 -9.858 -6.013
O 23.864 -8.949 -6.836
O 23.921 -11.055 -6.276
H 23.213 -10.201 -4.062
H 23.354 -8.465 -4.358
H 24.825 -9.502 -4.234
C 16.559 -4.617 -15.234
N 15.314 -3.997 -14.541
O 14.426 -3.595 -15.278
O 15.207 -4.297 -13.367
H 17.250 -3.804 -15.460
H 16.113 -5.058 -16.126
H 16.958 -5.272 -14.460
*
```

Atom charges from the Mulliken analysis, given in e for atoms 1 to 5: C -0.66; N 0.85; O -0.52; O -0.51; H 0.30



C6H18N6O8Zn | the ωB97M-V functional and the def2-TZVPD basis

Output
Gap between HOMO and LUMO   4.529 eV
Energy above the lowest of the compared OMol25 structures with the same formula, charge and spin   0.0 kcal per mole
HOMO level   -0.18560 Ha
Total energy   -80254.9198 eV

```
! wB97M-V def2-TZVPD RIJCOSX def2/J DEFGRID3
* xyz 0 1
Zn -10.341 -4.497 16.358
C -11.292 -1.654 16.155
O -11.460 -1.685 14.869
O -11.634 -0.614 16.790
O -10.781 -2.670 16.808
C -13.330 -5.001 15.110
O -12.253 -5.036 15.676
N -14.269 -4.028 15.256
N -13.665 -5.950 14.165
H -15.115 -4.190 14.751
H -13.968 -3.215 15.772
H -13.006 -6.683 13.988
H -14.555 -5.971 13.707
C -9.283 -3.530 13.417
O -9.774 -4.142 14.358
N -8.353 -4.091 12.549
N -9.800 -2.364 12.975
H -8.040 -3.494 11.808
H -7.939 -4.989 12.696
H -10.458 -1.948 13.708
H -9.219 -1.666 12.535
C -10.120 -5.583 19.281
O -10.608 -5.033 18.298
N -9.778 -6.905 19.301
N -9.756 -4.878 20.371
H -9.986 -7.500 18.523
H -9.385 -7.306 20.132
H -9.927 -3.887 20.388
H -9.267 -5.314 21.130
C -7.579 -5.335 16.628
C -8.309 -6.357 15.756
O -9.719 -6.469 16.004
O -8.288 -4.100 16.600
H -6.554 -5.342 16.252
H -7.566 -5.729 17.651
H -7.840 -7.338 15.896
H -8.048 -6.120 14.721
H -9.966 -7.336 15.674
H -7.744 -3.434 17.032
*
```

Atom charges from the Mulliken analysis, given in e for atoms 1 to 5: Zn 1.31; C 0.51; O -0.86; O -0.80; O -0.74



C6H18O3 | the ωB97M-V functional and the def2-TZVPD basis

Output
Gap between HOMO and LUMO   10.391 eV
Energy above the lowest of the compared OMol25 structures with the same formula, charge and spin   20.9 kcal per mole
SMILES   CCO.CCO.CCO
HOMO level   -0.35456 Ha
Total energy   -12655.3782 eV

```
! wB97M-V def2-TZVPD RIJCOSX def2/J DEFGRID3
* xyz 0 1
C -1.445 -3.052 -3.064
C -0.600 -4.281 -2.880
O 0.697 -4.077 -3.421
H -2.482 -3.235 -2.795
H -1.405 -2.662 -4.086
H -1.030 -2.201 -2.509
H -1.115 -5.083 -3.437
H -0.580 -4.590 -1.830
H 1.274 -4.765 -3.077
C 1.169 -1.145 0.208
C 1.307 0.248 0.749
O 0.036 0.741 1.150
H 2.143 -1.574 -0.035
H 0.627 -1.066 -0.738
H 0.608 -1.835 0.838
H 1.671 0.886 -0.075
H 2.027 0.415 1.562
H -0.092 1.680 0.979
C -0.259 3.489 3.410
C -0.425 4.410 2.214
O -0.066 3.641 1.050
H -0.613 2.476 3.242
H -0.760 3.919 4.279
H 0.809 3.435 3.622
H 0.249 5.261 2.361
H -1.405 4.857 2.028
H -0.339 4.108 0.255
*
```

Atom charges from the Mulliken analysis, given in e for atoms 1 to 5: C -0.92; C -0.15; O -0.53; H 0.33; H 0.30



C6H18O3 | the ωB97M-V functional and the def2-TZVPD basis

Output
Gap between HOMO and LUMO   10.601 eV
Energy above the lowest of the compared OMol25 structures with the same formula, charge and spin   18.8 kcal per mole
SMILES   CCO.CCO.CCO
HOMO level   -0.36189 Ha
Total energy   -12655.4690 eV

```
! wB97M-V def2-TZVPD RIJCOSX def2/J DEFGRID3
* xyz 0 1
C 11.686 -24.620 -28.672
C 10.408 -24.879 -27.918
O 9.751 -26.054 -28.364
H 12.332 -23.908 -28.159
H 11.500 -24.251 -29.686
H 12.229 -25.558 -28.813
H 9.708 -24.045 -28.035
H 10.611 -24.926 -26.841
H 9.896 -26.750 -27.721
C 14.083 -20.924 -32.580
C 14.987 -22.150 -32.489
O 16.312 -21.812 -32.039
H 13.213 -21.161 -33.202
H 14.594 -20.105 -33.085
H 13.724 -20.630 -31.598
H 15.037 -22.675 -33.445
H 14.570 -22.854 -31.765
H 16.922 -21.881 -32.778
C 14.449 -21.906 -27.325
C 14.601 -21.643 -28.797
O 15.985 -21.726 -29.128
H 15.050 -22.756 -27.005
H 13.405 -22.060 -27.043
H 14.784 -21.049 -26.734
H 14.231 -20.634 -29.023
H 14.028 -22.366 -29.388
H 16.085 -21.584 -30.075
*
```

Atom charges from the Mulliken analysis, given in e for atoms 1 to 5: C -0.48; C -0.40; O -0.51; H -0.02; H 0.26



C6H18O3 | the ωB97M-V functional and the def2-TZVPD basis

Output
Gap between HOMO and LUMO   10.546 eV
Energy above the lowest of the compared OMol25 structures with the same formula, charge and spin   26.5 kcal per mole
SMILES   CC(C)O.CC(C)O.O
HOMO level   -0.36312 Ha
Total energy   -12655.1333 eV

```
! wB97M-V def2-TZVPD RIJCOSX def2/J DEFGRID3
* xyz 0 1
C 4.787 2.492 -1.824
C 3.638 1.564 -1.654
C 3.846 0.750 -0.405
O 2.304 2.141 -1.453
H 5.080 3.236 -1.084
H 4.547 2.949 -2.784
H 5.730 1.999 -2.060
H 3.577 0.973 -2.568
H 2.935 0.210 -0.145
H 4.051 1.359 0.476
H 4.564 -0.034 -0.644
H 1.787 1.358 -1.655
C -4.571 -1.894 2.460
C -3.942 -1.131 1.381
C -2.749 -0.266 1.940
O -3.523 -2.130 0.481
H -3.943 -2.696 2.850
H -5.574 -2.245 2.218
H -4.805 -1.179 3.249
H -4.784 -0.634 0.898
H -2.261 0.312 1.155
H -1.998 -0.937 2.356
H -3.074 0.411 2.731
H -4.224 -2.776 0.369
O -0.436 -0.929 -2.271
H -1.003 -1.170 -1.538
H 0.041 -1.732 -2.479
*
```

Atom charges from the Mulliken analysis, given in e for atoms 1 to 5: C -1.28; C 0.43; C -1.13; O -0.56; H 0.35



C6H18O3 | the ωB97M-V functional and the def2-TZVPD basis

Output
Gap between HOMO and LUMO   10.545 eV
Energy above the lowest of the compared OMol25 structures with the same formula, charge and spin   36.0 kcal per mole
SMILES   CCO.CCO.CCO
HOMO level   -0.36689 Ha
Total energy   -12654.7218 eV

```
! wB97M-V def2-TZVPD RIJCOSX def2/J DEFGRID3
* xyz 0 1
C 15.495 5.690 21.651
C 14.784 5.671 20.337
O 13.801 4.653 20.350
H 15.120 6.354 22.429
H 16.526 6.014 21.506
H 15.631 4.673 22.019
H 15.511 5.450 19.555
H 14.396 6.651 20.058
H 13.349 4.698 19.505
C 17.148 -0.174 22.119
C 15.599 -0.448 21.932
O 15.266 -0.269 20.590
H 17.243 -0.182 23.205
H 17.615 0.735 21.741
H 17.762 -0.948 21.658
H 15.084 0.320 22.509
H 15.316 -1.438 22.290
H 15.127 0.678 20.512
C 11.010 0.715 26.566
C 12.057 1.500 27.407
O 11.684 1.772 28.743
H 9.962 0.981 26.706
H 11.034 -0.339 26.843
H 11.221 0.673 25.497
H 12.293 2.365 26.787
H 12.968 0.902 27.413
H 10.731 1.724 28.848
*
```

Atom charges from the Mulliken analysis, given in e for atoms 1 to 5: C -0.99; C -0.18; O -0.52; H 0.28; H 0.32